Entry 1:
{"formula": "C3H7ClN2", "method": "ωB97M-V/def2-TZVPD", "symbols": ["Cl", "N", "N", "C", "C", "C", "H", "H", "H", "H", "H", "H", "H"], "coordinates": [[1.466294, -0.931897, -2.490273], [-1.128319, 0.571747, -0.156946], [-0.576978, 0.635831, -1.532640], [0.500240, -0.102948, 1.753704], [0.782971, 0.128948, -1.363059], [-0.278945, -0.482445, 0.472178], [1.533975, -0.433534, 1.690284], [-2.110673, 0.328246, -0.241214], [-0.740485, -1.390500, 0.716628], [-1.331744, 0.299780, -2.207761], [1.459752, 0.988547, -1.132093], [0.537113, 0.992644, 2.012701], [-0.113202, -0.604417, 2.478491]], "forces_ev_per_a": [[0.1031, -0.4301, -0.7016], [1.2562, -0.6336, -1.0300], [-2.0111, 0.4423, -0.1521], [-0.6992, 1.3268, -1.0542], [-2.8311, 0.2243, 3.1552], [2.8081, 3.7356, -1.5574], [-0.0949, -0.4491, 0.2877], [0.0774, -0.1679, 0.0548], [-0.7436, -1.7206, -0.6508], [2.3040, -0.0428, 0.9245], [-0.3925, -1.0757, 0.1399], [-0.2658, -1.0004, -0.6183], [0.4895, -0.2086, 1.2023]], "lowdin_charge": [0.6174, -0.0791, -0.1641, -0.1102, -0.6589, -0.1631, 0.0616, 0.0860, 0.0690, 0.1291, 0.0797, 0.0854, 0.0473], "largest_force_ev_per_a": 4.93, "de_lowest_kj_mol": 495.8, "energy_ev": -18722.194, "homo_ev": [-7.9, -7.9]}

---

Entry 2:
{"formula": "C3H7ClN2", "method": "ωB97M-V/def2-TZVPD", "symbols": ["Cl", "N", "N", "C", "C", "C", "H", "H", "H", "H", "H", "H", "H"], "coordinates": [[2.833002, -0.061521, -1.793642], [-0.974303, -0.370984, 1.929562], [1.341376, -0.361251, -0.855354], [-1.621649, -0.179258, -0.477517], [-0.741766, -0.035587, 0.757553], [0.950992, 0.586505, 0.073068], [0.513599, 1.444201, -0.474149], [-1.264666, -1.164679, -0.829747], [-2.701306, -0.154897, -0.381919], [-0.164420, -0.145090, 2.620347], [1.537442, -1.147720, -0.260206], [-1.359587, 0.669843, -1.233177], [1.651286, 0.920438, 0.925181]], "forces_ev_per_a": [[4.5679, 0.9470, -3.7837], [1.2288, 0.5391, 1.8475], [-2.2399, -0.9639, 4.8908], [1.3724, 0.9815, -0.7059], [2.3980, 1.5184, -1.5353], [-4.7329, 1.6097, 1.2545], [0.8408, 0.1108, 0.4764], [-0.5150, 0.4851, -0.5907], [-0.0158, -0.2480, 0.6129], [-1.6367, -0.6280, -1.6366], [-0.1336, -1.6070, -0.7200], [-0.2658, -1.7615, 1.2020], [-0.8681, -0.9832, -1.3119]], "lowdin_charge": [0.4066, 0.0840, -0.4301, -0.0804, -0.3439, -0.2413, 0.0771, 0.0795, 0.0658, 0.0929, 0.0590, 0.1009, 0.1301], "multiplicity": 3, "largest_force_ev_per_a": 6.01, "de_lowest_kj_mol": 157.9, "energy_ev": -18720.298, "homo_ev": [-5.9, -9.3]}

---

Entry 3:
{"formula": "C3H7ClN2O2", "method": "ωB97M-V/def2-TZVPD", "symbols": ["Cl", "O", "O", "N", "N", "C", "C", "C", "H", "H", "H", "H", "H", "H", "H"], "coordinates": [[3.834726, -0.640528, 0.971771], [1.801889, 1.276806, -1.381819], [3.202127, -0.295788, -0.612265], [0.889491, -0.241973, -0.034084], [1.804691, 0.241418, -0.687265], [-0.411189, 0.289319, 0.070243], [-1.050575, -0.084482, 1.469478], [-1.337674, -0.275527, -1.033270], [-2.306206, -0.264096, -0.675582], [-1.227947, -1.129565, 1.564768], [-0.331371, 1.326670, -0.160841], [-1.910760, 0.616515, 1.435069], [-1.373689, 0.357146, -1.948704], [-1.024365, -1.373126, -1.350079], [-0.559149, 0.197209, 2.372577]], "forces_ev_per_a": [[-1.0618, 0.2751, -1.2195], [0.3149, -1.5351, 0.3188], [-0.4873, -0.3336, 0.8283], [3.2513, -2.8130, 0.6336], [-1.1444, 3.0038, 0.0597], [-0.9757, -0.6418, 0.0450], [-0.0423, 2.3438, -1.7086], [2.4560, -1.5702, -1.9330], [-2.0827, -0.3141, 0.8254], [-0.7016, -0.7308, -0.3452], [-0.1754, 1.2528, 0.5268], [-0.2644, -1.1559, 0.3410], [0.4885, -0.4629, 0.5621], [-0.7264, 2.2355, 0.7582], [1.1513, 0.4462, 0.3075]], "lowdin_charge": [0.6128, 0.0220, -0.4956, 0.0974, -0.3268, -0.4047, -0.0321, -0.0523, 0.0303, 0.0688, 0.1205, 0.0897, 0.0852, 0.1281, 0.0569], "largest_force_ev_per_a": 4.35, "de_lowest_kj_mol": 534.8, "smiles": "CC(C)/N=[N+](\\[O-])OCl", "energy_ev": -22815.652, "homo_ev": -10.3}

---

Entry 4:
{"formula": "C3H7ClN3", "method": "ωB97M-V/def2-TZVPD", "symbols": ["Cl", "N", "N", "N", "C", "C", "C", "H", "H", "H", "H", "H", "H", "H"], "coordinates": [[1.322195, -1.822489, 0.628762], [1.216835, 0.702771, -0.182802], [-1.713683, -0.775006, -0.422060], [-0.720060, -0.436853, 0.189743], [0.652928, -0.422913, -0.030960], [2.661787, 0.876631, -0.320570], [-2.975000, -0.628929, 0.288681], [3.176016, 0.298210, -1.049977], [-3.647668, -0.073934, -0.466352], [-2.927944, -0.074068, 1.252955], [3.012107, 0.472415, 0.619428], [0.524159, 1.435829, -0.400966], [-3.435858, -1.611366, 0.428145], [2.854186, 2.059704, -0.534033]], "forces_ev_per_a": [[0.8526, -0.0175, -0.5721], [0.1877, 1.2207, -2.0091], [0.6724, -0.5139, -0.5601], [0.0797, 0.7941, 0.9888], [-3.3744, -2.1006, 1.4356], [0.2556, 3.3923, 0.8489], [-1.2133, 1.4300, -0.6405], [-0.3500, -0.4805, -1.1741], [0.9184, -0.8238, 1.2241], [0.2393, -0.4191, -0.7056], [0.7750, 0.7514, 0.4361], [0.9254, -0.0762, -0.0560], [0.2795, 0.0182, -0.1529], [-0.2478, -3.1749, 0.9369]], "lowdin_charge": [0.8890, 0.0138, 0.0414, 0.0031, -0.7011, -0.0252, -0.0619, 0.0826, 0.1240, 0.0970, 0.0793, 0.1914, 0.0951, 0.1716], "largest_force_ev_per_a": 4.23, "de_lowest_kj_mol": 306.2, "smiles": "C/N=N/C(Cl)=[NH+]/C", "energy_ev": -20207.568, "total_charge": 1, "homo_ev": -14.1}

---

Entry 5:
{"formula": "C3H7ClN3", "method": "ωB97M-V/def2-TZVPD", "symbols": ["Cl", "N", "N", "N", "C", "C", "C", "H", "H", "H", "H", "H", "H", "H"], "coordinates": [[-2.366945, -0.053733, -2.291449], [-1.499063, 0.147323, -0.800286], [-1.172238, 1.400103, -0.462406], [0.510889, 0.152074, 0.232920], [-0.331249, -0.727776, -0.556638], [-0.035077, 1.364353, 0.173341], [1.699742, -0.283241, 0.901967], [0.399687, 2.248460, 0.605365], [-2.805322, -0.423257, 0.518233], [-0.576192, -1.661795, -0.046539], [1.500737, -1.209902, 1.441618], [0.148825, -0.966313, -1.520319], [2.018363, 0.475345, 1.616263], [2.507843, -0.461640, 0.187931]], "forces_ev_per_a": [[0.4662, 0.0935, 0.8598], [-0.1926, -0.2260, 0.4609], [-1.1533, 0.8206, -0.8744], [-1.0300, 0.2995, -0.2664], [0.3968, -0.5434, -0.4208], [0.4979, -0.8065, 0.2442], [0.8328, -0.2409, 0.3281], [0.0988, 0.0912, 0.1273], [0.4747, 0.1564, -0.5451], [-0.1023, 0.2110, -0.0040], [-0.0160, 0.0700, 0.0063], [-0.1332, 0.0922, 0.1368], [-0.0610, -0.0372, -0.0839], [-0.0789, 0.0197, 0.0312]], "lowdin_charge": [0.7671, -0.5741, 0.0527, -0.0939, -0.1308, -0.0657, 0.0054, 0.1634, 0.2414, 0.1474, 0.1107, 0.1515, 0.1117, 0.1130], "largest_force_ev_per_a": 1.66, "de_lowest_kj_mol": 582.8, "energy_ev": -20204.701, "total_charge": 1, "homo_ev": [-14.0, -14.2]}

---

Entry 6:
{"formula": "C3H7ClNO", "method": "ωB97M-V/def2-TZVPD", "symbols": ["Cl", "O", "N", "C", "C", "C", "H", "H", "H", "H", "H", "H", "H"], "coordinates": [[2.897742, 0.618114, 0.276117], [1.429029, -1.312559, -0.952369], [1.288482, -0.789470, 0.183888], [0.131226, 0.194735, 0.310719], [-1.024746, -0.544698, 0.975000], [-0.231317, 0.712857, -1.044170], [-1.342952, 0.766254, -1.246260], [0.510016, 0.966450, 1.018457], [0.170790, -0.083524, -1.750011], [-1.419075, -1.257440, 0.124705], [-1.980060, -0.039413, 1.429720], [0.153657, 1.816778, -1.125695], [-0.582798, -1.048087, 1.799899]], "forces_ev_per_a": [[1.1150, 1.1516, 0.3000], [-0.9300, 0.2427, 1.4514], [0.0625, -1.9701, -0.7834], [-0.6181, 1.4014, 0.5076], [-1.9904, -0.9307, -1.5246], [-0.6868, 1.8832, -0.9950], [0.9590, -0.0590, 0.4901], [-0.2496, -0.5136, -0.7158], [-0.0369, 1.4980, 0.3642], [0.5691, 0.7879, 1.9831], [2.0016, -0.0742, -1.2252], [-0.3373, -2.2614, -0.5239], [0.1417, -1.1560, 0.6715]], "lowdin_charge": [-0.0407, -0.2661, -0.3835, -0.5779, -0.1182, -0.1439, 0.0619, 0.0804, 0.0707, 0.1013, 0.0916, 0.0916, 0.0328], "largest_force_ev_per_a": 2.67, "de_lowest_kj_mol": 474.7, "smiles": "CC(C)N([O-])Cl", "energy_ev": -19282.861, "total_charge": -1, "homo_ev": [-3.2, -3.2]}

---

Entry 7:
{"formula": "C3H7ClO2", "method": "ωB97M-V/def2-TZVPD", "symbols": ["Cl", "O", "O", "C", "C", "C", "H", "H", "H", "H", "H", "H", "H"], "coordinates": [[0.251390, 2.486412, 0.190344], [0.944801, -1.337214, -0.510699], [-1.752443, -0.967011, -0.105066], [-0.083237, 0.801896, -0.320033], [-1.250984, 0.183709, 0.492597], [1.189506, -0.013312, -0.152731], [1.981739, 0.394130, -0.765987], [1.691255, -1.859456, -0.202690], [-0.445874, 0.851233, -1.331290], [1.509711, 0.046055, 0.950331], [-2.115626, 0.906914, 0.499586], [-0.986008, -0.015725, 1.524796], [-0.934230, -1.477631, -0.269158]], "forces_ev_per_a": [[-0.0233, -0.2320, 0.0437], [-0.1316, -1.0129, -0.1773], [0.8873, -0.8283, -0.5679], [-0.6131, -0.4971, 0.9402], [-1.2457, 1.8831, -0.0229], [0.4766, 1.1149, 1.6354], [0.3106, 0.3064, -0.1266], [-0.1153, -0.1778, -0.1076], [0.2099, -0.0236, -0.5715], [-0.4250, 0.0855, -1.4241], [0.9874, -0.4508, 0.1133], [0.4122, 0.1541, 0.3799], [-0.7299, -0.3217, -0.1147]], "lowdin_charge": [0.6165, -0.0599, -0.0614, -0.6562, -0.3115, -0.3140, 0.1092, 0.1103, 0.1064, 0.1456, 0.1293, 0.1154, 0.0702], "largest_force_ev_per_a": 2.26, "de_lowest_kj_mol": 77.0, "smiles": "OCC(Cl)CO", "energy_ev": -19841.507, "homo_ev": -10.2}

---

Entry 8:
{"formula": "C3H7ClOSi", "method": "ωB97M-V/def2-TZVPD", "symbols": ["Cl", "Si", "O", "C", "C", "C", "H", "H", "H", "H", "H", "H", "H"], "coordinates": [[-0.038153, -2.387498, -1.423571], [-0.422787, -0.808964, -0.180218], [-1.653095, -1.373786, 0.772480], [1.576837, 0.760592, 0.925093], [-1.034642, 0.799019, -1.291400], [1.023136, -0.457994, 0.887006], [-2.082013, 0.966902, -1.478870], [2.437523, 0.957971, 1.621662], [1.600087, -1.261397, 1.225336], [-0.621061, 1.763412, -0.861203], [-1.486828, -1.213060, 1.699552], [1.174316, 1.566334, 0.355327], [-0.473321, 0.688469, -2.251194]], "forces_ev_per_a": [[0.1888, -0.0410, -0.2914], [-1.8281, 1.6593, -1.0361], [0.1334, 0.1906, -0.2437], [0.7340, -0.7580, 1.5104], [2.6452, -0.5082, 0.8132], [0.1940, 1.6279, -1.5730], [-0.3720, -0.4313, 0.0709], [-0.7081, -0.0765, -1.1078], [0.5213, -1.2418, 1.2070], [-0.5089, -1.1025, -0.2079], [-0.1321, -0.0215, 0.3776], [-0.2392, 0.6668, -0.0145], [-0.6284, 0.0363, 0.4954]], "lowdin_charge": [0.3483, 0.0763, -0.1989, -0.0368, -0.1657, -0.2474, 0.0048, 0.0792, 0.0395, 0.0177, 0.0428, 0.0215, 0.0187], "largest_force_ev_per_a": 2.81, "de_lowest_kj_mol": 0.0, "smiles": "C=C[Si@](C)(O)Cl", "energy_ev": -25674.141, "homo_ev": -10.4}

---

Entry 9:
{"formula": "C3H7F2NO", "method": "ωB97M-V/def2-TZVPD", "symbols": ["F", "F", "O", "N", "C", "C", "C", "H", "H", "H", "H", "H", "H", "H"], "coordinates": [[0.137952, 0.156762, -4.710074], [0.999345, 1.961783, -3.892270], [0.554523, 0.199758, -2.598488], [0.051730, 0.908877, -3.562020], [0.312986, -0.461264, -0.335617], [0.098725, 0.647374, -1.286959], [-0.094572, -0.176108, 1.134327], [0.102261, 0.808688, 1.276129], [-0.180701, -1.252554, -0.800691], [1.233349, -0.855708, -0.255732], [-1.017157, 0.910616, -1.529034], [0.711759, 1.408227, -0.922576], [-1.101813, -0.175427, 1.139164], [0.288407, -0.891453, 1.908546]], "forces_ev_per_a": [[0.4083, -0.3959, 0.5013], [0.0089, -0.6490, 0.3541], [1.8135, -1.1623, 0.3933], [-1.5789, 2.0321, -0.8502], [-2.4980, -0.1994, 1.1722], [-2.3145, -0.0987, -1.3676], [1.4710, -2.6299, -1.5105], [1.3574, 2.9105, 1.2487], [-1.4867, -1.8294, -0.0916], [3.9639, -0.4627, -0.4614], [2.0091, -0.1282, 1.2476], [0.6127, 2.1559, -0.1714], [-3.6848, -0.4282, 0.4787], [-0.0820, 0.8853, -0.9431]], "lowdin_charge": [0.0226, -0.0457, -0.0660, -0.1193, -0.2240, -0.1520, -0.0467, 0.0364, 0.0971, 0.0766, 0.1759, 0.1058, 0.0311, 0.1083], "largest_force_ev_per_a": 4.02, "de_lowest_kj_mol": 477.7, "smiles": "CCCON(F)F", "energy_ev": -12191.098, "homo_ev": -10.9}

---

Entry 10:
{"formula": "C3H7F3In", "method": "ωB97M-V/def2-TZVPD", "symbols": ["In", "F", "F", "F", "C", "C", "C", "H", "H", "H", "H", "H", "H", "H"], "coordinates": [[-2.030018, -0.385622, 0.220650], [2.889368, -0.780800, -0.134640], [1.308817, -1.380821, 1.126365], [1.060918, -1.380625, -0.969086], [1.559045, -0.713711, 0.028121], [-0.328219, 0.942535, -0.470256], [1.082462, 0.704492, 0.087612], [-1.543059, -1.674634, 1.342321], [1.805825, 1.281362, -0.470916], [-0.615261, 1.932546, -0.151884], [-2.755227, -1.175221, -1.225696], [-0.278736, 0.979475, -1.546113], [-3.255235, 0.641076, 1.043662], [1.099319, 1.009947, 1.119859]], "forces_ev_per_a": [[-0.2276, -0.1467, -0.1416], [1.5821, 0.1389, -0.0858], [-0.4441, -0.9813, 1.6012], [-0.9976, -1.1836, -1.7986], [0.0967, 1.3840, 0.2815], [0.0159, -0.5222, 0.6272], [-0.7535, 0.2856, -0.4565], [0.0635, 0.1143, -0.0211], [0.4381, 0.3147, -0.0721], [-0.1585, 0.4794, 0.1204], [0.0734, 0.1610, 0.1076], [-0.0859, -0.1578, -0.5209], [0.1362, 0.0071, -0.1094], [0.2614, 0.1068, 0.4682]], "lowdin_charge": [0.1906, 0.1016, 0.1227, 0.1511, -0.7604, -0.3401, -0.1999, -0.1526, 0.1033, 0.0037, -0.1690, 0.0134, -0.1733, 0.1089], "largest_force_ev_per_a": 2.37, "energy_ev": -16550.153, "total_charge": -1, "homo_ev": -4.6}